DFT (ωB97M-V with the def2-TZVPD basis set) results for a molecular structure, C20H28Cl2HoN2O6 at a distorted geometry.

Values from the calculation:
* frontier orbital gap (spin up / spin down): 0.141 / 0.167 Eh
* total charge: -1
* E_HOMO (spin up / spin down): -0.046 / -0.073 Ha
* 2S+1: 5

Each line ends with the Mulliken charge.
Positions of all 59 atoms, in Å:
Ho 0.148 0.283 0.870  0.3798
Cl -0.350 0.654 -1.667  -0.5799
N -1.699 -1.642 0.287  0.3513
N 1.768 1.882 0.483  0.0426
C -1.414 -2.920 0.382  0.4247
C 2.953 1.499 0.058  0.6831
C -3.080 -1.560 -0.249  1.5651
C -3.654 -2.905 0.149  -0.8373
C -3.007 -1.358 -1.736  -1.2166
C -3.840 -0.408 0.328  -2.0528
H -2.484 -2.188 -2.218  0.1619
H -2.413 -0.451 -1.887  0.1196
H -4.017 -1.227 -2.132  0.4709
H -3.871 -0.579 1.386  0.5526
H -4.875 -0.381 -0.028  0.4684
H -3.333 0.525 0.083  0.2594
C 1.608 3.338 0.229  1.4716
C 3.004 3.740 -0.252  -0.7709
C 1.221 3.995 1.549  -1.3783
C 0.575 3.648 -0.841  -1.8486
H 0.814 3.152 -1.785  0.4436
H 0.543 4.732 -1.009  0.4743
H -0.428 3.324 -0.548  0.2132
H 2.013 3.785 2.271  0.4110
H 0.245 3.599 1.999  0.2067
H 1.163 5.065 1.351  0.4628
O 3.745 2.434 -0.411  -0.4229
H 3.555 4.309 0.504  0.3251
H 3.073 4.204 -1.237  0.3222
O -2.427 -3.756 0.307  -0.4585
H -4.295 -3.364 -0.600  0.2819
H -4.174 -2.884 1.120  0.3515
C -0.044 -3.440 0.548  -1.4514
C 3.432 0.097 0.135  -1.5785
C 2.499 -0.875 -0.538  0.3898
H 3.473 -0.108 1.201  0.2863
H 4.447 0.075 -0.267  0.4078
C 1.441 -1.488 0.121  0.2470
C 0.826 -2.614 -0.326  0.2148
H -0.644 2.377 2.022  -0.0229
C 1.035 -2.946 -1.695  1.5117
C 1.999 -2.298 -2.460  -1.4876
C 0.265 -4.070 -2.319  -1.6311
C 2.728 -1.246 -1.896  1.1649
H 2.165 -2.624 -3.506  0.1262
C 3.760 -0.543 -2.725  -1.6048
H 3.835 -0.937 -3.745  0.4175
H 4.731 -0.675 -2.241  0.3215
H 3.579 0.534 -2.830  0.1867
H 0.261 -4.948 -1.676  0.2865
H 0.723 -4.368 -3.266  0.4905
H -0.777 -3.836 -2.590  0.1502
H -0.048 -4.497 0.321  0.3974
H 0.203 -3.345 1.601  0.3096
O -1.782 1.779 4.358  -0.6091
Cl -1.857 0.871 3.272  1.2631
O -3.115 0.389 2.889  -0.5964
O -1.448 1.714 1.881  -0.4873
O -0.834 -0.124 3.284  -0.5799